Arrangement a

Entry from OMol25: a 2-piece molecular cluster, C4H14N3 overall (ωB97M-V/def2-TZVPD).

## Properties
- LUMO level: -3.7 eV
- Total charge: +1
- Gap between HOMO and LUMO: 10.56 eV

Geometry as XYZ:
```
21
C4H14N3 | OMol25 | ωB97M-V/def2-TZVPD
C -1.75113 -0.02090 -0.30452
C -0.57422 0.44224 1.57814
N -0.81732 0.86594 0.28563
N -0.72985 -0.86469 1.83979
N 0.16874 1.19509 2.49857
H -1.15968 1.89715 0.08632
H -0.75784 -1.65157 1.20979
H -0.30882 -1.24794 2.64974
H 0.21089 2.22136 2.60007
H 0.77354 0.63721 3.09530
H -2.57430 -0.35829 0.33721
H -1.23050 -0.99145 -0.63675
H -2.17377 0.39160 -1.28241
C 1.15581 -0.00596 -2.32829
C 1.53223 -0.67968 -1.09525
H 0.09289 -0.17963 -2.69162
H 1.32237 1.10754 -2.39722
H 1.80709 -0.23246 -3.21952
H 1.03041 -1.63569 -0.95476
H 2.64676 -0.84327 -1.08924
H 1.33672 -0.04660 -0.18100
```

---

Arrangement b

Entry from OMol25: a 2-piece molecular cluster, C4H14N3 overall (ωB97M-V/def2-TZVPD).

## Properties
- LUMO level: -3.1 eV
- Total charge: +1
- Gap between HOMO and LUMO: 11.30 eV

Geometry as XYZ:
```
21
C4H14N3 | OMol25 | ωB97M-V/def2-TZVPD
C 0.37421 -0.66088 -1.68287
C 0.55452 -1.18399 0.76316
N -0.11949 -1.22070 -0.38782
N 1.18696 -0.04563 1.09272
N 0.55274 -2.19714 1.62619
H -1.05101 -1.60724 -0.34750
H 1.58366 0.55886 0.38940
H 1.75404 0.01688 1.92814
H 0.13811 -3.06646 1.33073
H 1.13116 -2.20956 2.44759
H -0.34992 0.12711 -1.87426
H 0.42163 -1.50842 -2.35512
H 1.36259 -0.26963 -1.47556
C -1.78297 2.13058 -0.98217
C -0.57623 2.69211 -0.22176
H -2.06061 2.60646 -1.96023
H -1.67845 1.11821 -1.37122
H -2.72706 2.27772 -0.47058
H -0.13277 1.85246 0.30001
H -0.94969 3.24280 0.66239
H -0.15487 3.46734 -0.86232
```

---

Arrangement c

Entry from OMol25: a 2-piece molecular cluster, C4H14N3 overall (ωB97M-V/def2-TZVPD).

## Properties
- LUMO level: -3.4 eV
- Total charge: +1
- Gap between HOMO and LUMO: 8.90 eV

Geometry as XYZ:
```
21
C4H14N3 | OMol25 | ωB97M-V/def2-TZVPD
C -1.41456 1.26358 1.12934
C -2.66157 0.79538 1.31418
N -3.80198 1.54466 1.23180
N -0.29955 0.30366 1.17405
H -1.17058 2.26635 0.82779
H -2.78366 -0.21511 1.69110
H -4.62108 0.98805 1.02242
H -3.72634 2.36351 0.64329
H 0.46363 0.53549 1.81825
H 0.08468 0.21935 0.23641
H -0.60087 -0.63895 1.40970
C 2.73817 0.06120 -1.10468
N 2.60958 -1.38430 -1.23738
C 1.25127 -1.81891 -1.55759
H 2.65230 0.45893 -2.11585
H 1.99143 0.60091 -0.49223
H 3.72566 0.30970 -0.72684
H 2.84532 -1.81347 -0.35365
H 0.55398 -1.67461 -0.70923
H 1.31116 -2.88199 -1.78265
H 0.85300 -1.28342 -2.41822
```

---

Taking the most stable structure as the zero point, the relative energies in kcal/mol are arrangement a 8.9; arrangement b 0.0; arrangement c 23.1.

---

Arrangement a

Entry from OMol25: a 2-piece molecular cluster, C4H14N3 overall (ωB97M-V/def2-TZVPD).

## Properties
- LUMO level: -4.4 eV
- Total charge: +1
- Gap between HOMO and LUMO: 8.43 eV

Geometry as XYZ:
```
21
C4H14N3 | OMol25 | ωB97M-V/def2-TZVPD
N 2.62239 0.60914 -0.68778
C 1.54706 0.85915 0.33228
C 1.05537 -0.53558 0.76175
N -0.25357 -0.56260 1.45402
H 3.29185 -0.04321 -0.26928
H 3.11003 1.44542 -0.91051
H 0.73686 1.42179 -0.15154
H 1.97162 1.41460 1.20881
H 1.01357 -1.09142 -0.16610
H 1.82681 -0.97435 1.46655
H -0.18767 -1.31783 2.09002
H -0.39473 0.32915 1.97931
C -1.52730 0.80985 -1.23922
C -1.87991 -1.40823 -0.21464
N -2.31850 -0.28607 -0.69337
H -1.35623 1.54260 -0.50689
H -2.02888 1.15975 -2.11520
H -0.58148 0.40322 -1.55702
H -0.88989 -1.66608 -0.53112
H -2.46139 -1.97146 0.48262
H -3.29601 -0.13783 -0.73269
```

---

Arrangement b

Entry from OMol25: an isolated ion of composition C4H14N3 and charge +1 (ωB97M-V/def2-TZVPD).

## Properties
- LUMO level: -2.9 eV
- Structure (SMILES): CCC[N+](C)(N)N
- Total charge: +1
- Gap between HOMO and LUMO: 12.30 eV

Geometry as XYZ:
```
21
C4H14N3 | OMol25 | ωB97M-V/def2-TZVPD
C 0.48409 0.75052 2.77783
C -1.13679 0.16919 -2.11382
C 0.53185 -0.00349 1.44132
C -0.37862 0.40145 0.26664
N 1.16987 -0.10579 -1.50726
N -0.52297 -1.64111 -0.74133
N -0.15860 -0.32121 -0.98423
H 0.36315 1.89331 2.75071
H -0.40674 0.43459 3.19642
H 1.18854 0.31225 3.49878
H -1.98085 -0.55163 -2.11603
H -1.50450 1.19465 -1.90093
H -0.57530 0.21202 -3.08728
H 0.30718 -0.99142 1.57636
H 1.61786 -0.09194 1.24600
H -1.42259 0.31120 0.45719
H -0.24444 1.47699 0.08332
H 1.66360 0.42049 -0.76745
H 1.26073 0.32986 -2.47752
H 0.10015 -1.95974 -0.06563
H -0.35559 -2.24018 -1.53307
```

---

Taking the most stable structure as the zero point, the relative energies in kcal/mol are arrangement a 0.0; arrangement b 36.9.

---

Arrangement a

Entry from OMol25: a 2-piece molecular cluster, C4H14N3 overall (ωB97M-V/def2-TZVPD).

## Properties
- LUMO level: -3.1 eV
- Total charge: +1
- Gap between HOMO and LUMO: 10.94 eV

Geometry as XYZ:
```
21
C4H14N3 | OMol25 | ωB97M-V/def2-TZVPD
C 2.40669 2.08699 -0.64397
C 2.34151 1.06084 0.58048
H 3.24532 2.87549 -0.27765
H 2.42111 1.70871 -1.65893
H 1.36938 2.61639 -0.58160
H 3.02105 0.19870 0.44731
H 3.02347 1.63745 1.43913
H 1.28718 0.80049 0.82991
C -2.37960 -0.32667 -1.47032
C -1.09878 -1.22790 0.49177
N -1.22955 -0.86251 -0.78765
N 0.02174 -1.88303 0.86710
N -2.02755 -0.96654 1.49678
H -0.68339 -1.33821 -1.49946
H 0.65712 -2.41537 0.26966
H 0.19766 -2.20096 1.83980
H -2.95974 -0.64782 1.42124
H -1.71402 -0.79237 2.43845
H -2.06408 0.58441 -2.01072
H -3.18040 0.21806 -1.03280
H -2.65508 -1.12615 -2.15851
```

---

Arrangement b

Entry from OMol25: an isolated ion of composition C4H14N3 and charge +1 (ωB97M-V/def2-TZVPD).

## Properties
- LUMO level: -2.8 eV
- Structure (SMILES): CN(CN)[NH+](C)C
- Total charge: +1
- Gap between HOMO and LUMO: 10.54 eV

Geometry as XYZ:
```
21
C4H14N3 | OMol25 | ωB97M-V/def2-TZVPD
C 1.33633 -0.94751 1.07776
C 0.06402 -0.83236 -1.68335
C 0.82358 1.56966 -1.00865
C -1.01367 0.16300 1.57973
N -2.01342 0.14265 0.58542
N 0.44777 0.14927 0.77791
N 0.11762 0.31853 -0.57818
H 2.36342 -0.73238 0.79736
H 1.44750 -1.30774 2.06207
H 1.15309 -1.80246 0.36738
H -0.77579 -1.36419 -1.31308
H 0.05411 -0.33332 -2.58478
H 0.93766 -1.42850 -1.63303
H 0.98179 1.52038 -2.03437
H 0.22216 2.40465 -0.99930
H 1.90746 1.65616 -0.55543
H -0.87057 -0.61070 2.32491
H -1.03021 1.08141 2.13976
H -2.23431 -0.85985 0.25193
H -2.95045 0.57792 0.91963
H -0.96807 0.63539 -0.49367
```

---

Taking the most stable structure as the zero point, the relative energies in kcal/mol are arrangement a 0.0; arrangement b 46.6.

---

Arrangement a

Entry from OMol25: a 2-piece molecular cluster, CH2ClFS overall (ωB97M-V/def2-TZVPD).

## Properties
- LUMO level (spin up / spin down): -2.7 / -2.7 eV
- Total charge: 0
- Gap between HOMO and LUMO (spin up / spin down): 5.66 / 5.66 eV

Geometry as XYZ:
```
6
CH2ClFS | OMol25 | ωB97M-V/def2-TZVPD
C 0.69899 -0.68980 -0.27489
F -1.35231 1.94148 0.39423
S -2.22883 0.56647 0.38655
Cl 1.89051 -0.03963 0.78944
H 0.58617 -0.14663 -1.15442
H 0.40546 -1.63189 -0.14091
```

---

Arrangement b

Entry from OMol25: CH2ClFS as an isolated structure (ωB97M-V/def2-TZVPD).

## Properties
- LUMO level: -0.1 eV
- Total charge: 0
- Gap between HOMO and LUMO: 9.28 eV

Geometry as XYZ:
```
6
CH2ClFS | OMol25 | ωB97M-V/def2-TZVPD
C -0.65022 1.89122 -1.27284
F 0.04796 -1.10849 -1.66102
S -0.02550 0.23397 -2.70982
Cl -0.89967 1.10563 0.20836
H -1.49951 2.27736 -1.89001
H 0.19797 2.59030 -1.30181
```

---

Taking the most stable structure as the zero point, the relative energies in kcal/mol are arrangement a 56.7; arrangement b 0.0.

---

Arrangement a

Entry from OMol25: a single C3H7N5 molecule (ωB97M-V/def2-TZVPD).

## Properties
- LUMO level: 0.4 eV
- Structure (SMILES): [H]/N=C\N/C=N\C=N/N
- Total charge: 0
- Gap between HOMO and LUMO: 8.92 eV

Geometry as XYZ:
```
15
C3H7N5 | OMol25 | ωB97M-V/def2-TZVPD
C 1.48628 -0.15072 0.08947
C -0.39649 0.64748 1.21128
C -1.48643 -1.45107 0.28898
H 0.91034 2.06616 -1.01279
H 1.92641 1.93293 -2.34784
H 1.68866 -1.10510 0.55178
H -0.92802 1.39419 1.78201
H -2.02405 -0.30582 1.98909
H -2.33893 -2.11753 0.91434
H -0.33259 -1.14309 -1.51527
N 1.27357 1.39379 -1.64419
N 1.91518 0.14220 -1.17113
N 0.64689 0.84039 0.60875
N -1.29842 -0.40330 1.20269
N -1.04240 -1.74053 -0.94719
```

---

Arrangement b

Entry from OMol25: a single C3H7N5 molecule (ωB97M-V/def2-TZVPD).

## Properties
- LUMO level: 0.5 eV
- Structure (SMILES): [H]/N=c1\[nH]cnn1NC
- Total charge: 0
- Gap between HOMO and LUMO: 8.38 eV

Geometry as XYZ:
```
15
C3H7N5 | OMol25 | ωB97M-V/def2-TZVPD
C 0.12536 -1.83907 -1.77470
C 1.17888 1.36892 0.76975
C -0.84129 0.64089 0.26972
H 0.93127 -1.27248 -2.30841
H -0.85853 -1.39456 -2.10084
H 0.37871 -2.86952 -1.96203
H -0.33108 -2.23125 0.39609
H 1.93094 2.07965 0.90722
H -0.54564 2.36199 1.60741
H -2.64023 1.15663 0.67909
N 0.26191 -1.69561 -0.27982
N 0.24181 -0.34264 0.05509
N 1.46144 0.23695 0.21063
N -0.13587 1.62806 0.78625
N -2.06403 0.33684 0.25540
```

---

Arrangement c

Entry from OMol25: a 2-piece molecular cluster, C3H7N5 overall (ωB97M-V/def2-TZVPD).

## Properties
- LUMO level (spin up / spin down): 0.2 / -0.1 eV
- Total charge: 0
- Gap between HOMO and LUMO (spin up / spin down): 8.75 / 8.23 eV

Geometry as XYZ:
```
15
C3H7N5 | OMol25 | ωB97M-V/def2-TZVPD
C -2.58295 0.75158 0.46386
C -0.81387 -0.19257 -0.08797
C 1.98349 -0.78858 0.50389
N -1.24245 0.91916 0.46199
N -2.98851 -0.38266 -0.06348
N -1.83460 -0.98118 -0.42845
N 1.69762 1.04240 -0.85657
N 1.40396 -0.23222 -0.68132
H -3.26721 1.47463 0.85688
H 1.51412 -1.74458 0.71324
H 3.04840 -0.95749 0.30144
H 1.90085 -0.13068 1.37911
H -1.82294 -1.88493 -0.86965
H 1.76430 1.64791 -0.03722
H 1.23981 1.45921 -1.65574
```

---

Arrangement d

Entry from OMol25: a single C3H7N5 molecule (ωB97M-V/def2-TZVPD).

## Properties
- LUMO level: 0.5 eV
- Structure (SMILES): C/N=c1\cn[nH]n1N
- Total charge: 0
- Gap between HOMO and LUMO: 8.78 eV

Geometry as XYZ:
```
15
C3H7N5 | OMol25 | ωB97M-V/def2-TZVPD
C 2.79072 0.06542 0.12524
C 0.50150 0.06088 -0.14255
C 0.05903 -1.43753 0.13047
H 3.88722 0.64040 -0.07180
H 2.81146 -1.00224 -0.38560
H 2.79456 -0.35968 1.38556
H 0.82814 -2.15094 -0.16479
H -2.54783 0.02572 0.47578
H -1.87840 2.40290 -0.45298
H -0.48012 2.21092 0.63734
N 1.57436 0.74502 -0.28837
N -1.19941 -1.54815 0.13922
N -1.81206 -0.43718 -0.23378
N -0.77774 0.52225 -0.26462
N -1.43124 1.58953 0.34721
```

---

Taking the most stable structure as the zero point, the relative energies in kcal/mol are arrangement a 17.8; arrangement b 0.0; arrangement c 21.6; arrangement d 82.9.

---

Arrangement a

Entry from OMol25: a single C3H7N5 molecule (ωB97M-V/def2-TZVPD).

## Properties
- LUMO level: 0.6 eV
- Structure (SMILES): N/N=c1\cc[nH]n1N
- Total charge: 0
- Gap between HOMO and LUMO: 8.35 eV

Geometry as XYZ:
```
15
C3H7N5 | OMol25 | ωB97M-V/def2-TZVPD
C -0.21117 0.26545 0.28203
C 1.06955 0.07133 0.85154
C 1.91109 -0.38324 -0.11342
H -2.07845 0.92526 2.80660
H -0.22097 0.44968 2.77551
H 1.24428 0.20384 1.88355
H 3.00524 -0.76466 0.01275
H 1.80093 0.14208 -2.17274
H -1.76655 0.14353 -1.74884
H -1.64024 -1.33383 -0.98568
N -1.07176 1.04628 2.14930
N -1.41501 0.41279 0.85409
N 1.31526 -0.60267 -1.35041
N -0.07321 -0.05246 -1.12935
N -1.17829 -0.73069 -1.76536
```

---

Arrangement b

Entry from OMol25: a 2-piece molecular cluster, C3H7N5 overall (ωB97M-V/def2-TZVPD).

## Properties
- LUMO level: 0.9 eV
- Total charge: 0
- Gap between HOMO and LUMO: 8.26 eV

Geometry as XYZ:
```
15
C3H7N5 | OMol25 | ωB97M-V/def2-TZVPD
C -1.38879 1.33420 0.50825
C 2.06428 0.39860 -1.00080
C 1.39467 -1.38354 0.37833
N -1.09810 0.01221 0.37389
N -2.71369 1.23879 0.23659
N -2.14896 -0.79290 0.01363
N -3.19597 -0.10808 -0.04162
N 2.06152 -0.26395 0.11114
H 1.41035 0.05815 -1.81852
H -0.18000 -0.37348 0.28789
H 2.37714 1.32296 -1.15185
H 1.32615 -1.70675 1.38787
H 0.81389 -1.75359 -0.40061
H 2.70362 0.04706 0.87966
H -3.42609 1.97031 0.23613
```

---

Taking the most stable structure as the zero point, the relative energies in kcal/mol are arrangement a 12.4; arrangement b 0.0.